[1]
Entry from the OMol25 dataset: a cluster of 3 separate species, C4H12O4 in total at a distorted geometry (the ωB97M-V functional and the def2-TZVPD basis).

XYZ file:
```
20
Properties=species:S:1:pos:R:3
C 0.006 0.268 -0.542
O -0.850 -0.633 -1.236
C 0.087 1.684 -1.116
C 1.379 2.318 -0.637
C 1.654 3.700 -1.117
O 2.422 4.297 -0.366
H 0.970 -0.308 -0.394
H -0.340 0.656 0.415
H -1.640 0.011 -1.493
H -0.824 2.194 -0.891
H 0.114 1.655 -2.206
H 1.528 2.145 0.475
H 2.392 1.834 -0.715
H 1.009 4.268 -1.764
H -4.340 -2.321 1.093
H -3.840 -1.084 1.806
O -4.307 -1.902 1.953
H 2.093 -6.266 2.811
H 1.225 -6.509 1.549
O 1.264 -6.008 2.376
```

For the LUMO energy, the calculation gives 0.38 eV. The calculation puts the strongest force on any atom at 0.0991 hartree/bohr. The value obtained for the relative energy (zero: lowest compared OMol25 entry of this formula, charge and spin) is 291.3 kJ/mol. As for the total charge: 0.

=====

[2]
Entry from the OMol25 dataset: an isolated molecule of C5H6O at a distorted geometry (the ωB97M-V functional and the def2-TZVPD basis).

XYZ file:
```
12
Properties=species:S:1:pos:R:3
C 0.245 1.330 0.117
C 1.258 0.495 -0.241
C -0.967 0.489 -0.082
C -0.396 -0.926 0.342
C 0.948 -0.978 -0.363
O 2.173 -0.375 0.299
H 0.097 2.367 0.022
H -1.655 0.964 0.694
H -1.479 0.613 -0.959
H -0.402 -0.871 1.474
H -1.039 -1.823 0.027
H 1.215 -1.285 -1.331
```

For the LUMO energy, the calculation gives 0.60 eV. The calculation puts the strongest force on any atom at 0.0827 hartree/bohr. The value obtained for the relative energy (zero: lowest compared OMol25 entry of this formula, charge and spin) is 457.8 kJ/mol. As for the total charge: 0.

=====

[3]
Entry from the OMol25 dataset: an isolated molecule of C19H14N4O7S2 at a distorted geometry (the ωB97M-V functional and the def2-TZVPD basis).

XYZ file:
```
46
Properties=species:S:1:pos:R:3
C -2.709 -1.528 -2.114
H -3.473 -2.195 -2.509
H -2.000 -1.279 -2.909
H -2.182 -2.016 -1.289
O -3.403 -0.384 -1.669
C -2.718 0.560 -0.978
C -1.349 0.570 -0.794
C -0.733 1.573 -0.039
C -1.503 2.625 0.456
C -2.874 2.618 0.294
C -3.492 1.583 -0.388
O -4.853 1.614 -0.541
C -5.639 0.530 -0.308
O -6.754 0.508 -0.757
C -5.103 -0.542 0.534
C -5.601 -1.813 0.702
C -4.708 -2.472 1.569
C -3.741 -1.558 1.876
O -3.971 -0.396 1.263
H -2.858 -1.620 2.482
H -4.774 -3.482 1.918
H -6.487 -2.203 0.245
H -3.489 3.401 0.707
H -1.033 3.418 1.017
C 0.684 1.547 0.243
C 1.461 0.458 0.433
C 2.912 0.639 0.615
N 3.580 1.609 1.056
H 3.066 2.429 1.352
N 3.663 -0.481 0.220
C 5.006 -0.532 0.006
N 5.472 -1.649 -0.407
S 4.278 -2.806 -0.555
C 3.039 -1.687 -0.040
N 1.805 -1.945 0.131
C 0.946 -0.945 0.559
O -0.131 -1.216 1.035
S 6.098 0.940 0.053
O 6.369 1.315 1.403
O 5.537 1.883 -0.868
C 7.599 0.242 -0.666
H 7.903 -0.600 -0.059
H 7.384 -0.063 -1.681
H 8.351 1.021 -0.649
H 1.162 2.521 0.293
H -0.739 -0.196 -1.241
```

For the LUMO energy, the calculation gives -1.16 eV. The calculation puts the strongest force on any atom at 0.0244 hartree/bohr. The value obtained for the relative energy (zero: lowest compared OMol25 entry of this formula, charge and spin) is 0.0 kJ/mol. As for the total charge: 0.

=====

[4]
Entry from the OMol25 dataset: an isolated molecule of CHCl3NOP at a distorted geometry (the ωB97M-V functional and the def2-TZVPD basis).

XYZ file:
```
8
Properties=species:S:1:pos:R:3
C -1.595 -0.628 0.346
N -0.391 -0.416 -0.651
O -2.394 -1.496 0.088
P 0.962 0.257 -0.305
Cl 1.932 0.628 -1.952
Cl 2.124 -0.554 1.058
Cl 0.796 2.169 0.331
H -1.434 0.041 1.085
```

For the LUMO energy, the calculation gives -0.06 eV. The calculation puts the strongest force on any atom at 0.1418 hartree/bohr. The value obtained for the relative energy (zero: lowest compared OMol25 entry of this formula, charge and spin) is 123.0 kJ/mol. As for the total charge: 0.

=====

[5]
Entry from the OMol25 dataset: a cluster of 2 separate species, CH3Br3OSi in total at a distorted geometry (the ωB97M-V functional and the def2-TZVPD basis).

XYZ file:
```
9
Properties=species:S:1:pos:R:3
C 0.299 -0.080 0.000
O 1.644 -0.044 -0.069
Si 3.121 -2.029 1.393
Br 2.913 -1.221 3.420
Br 2.028 -3.913 1.171
Br 5.204 -2.129 0.738
H -0.103 0.389 0.916
H -0.122 -1.095 -0.102
H -0.081 0.487 -0.870
```

For the LUMO energy (spin up / spin down), the calculation gives -2.15 / -2.15 eV. The calculation puts the strongest force on any atom at 0.0674 hartree/bohr. The value obtained for the relative energy (zero: lowest compared OMol25 entry of this formula, charge and spin) is 434.3 kJ/mol. As for the total charge: 0.

=====

[6]
Entry from the OMol25 dataset: a cluster of 2 separate species, CH5FN2 in total at a distorted geometry (the ωB97M-V functional and the def2-TZVPD basis).

XYZ file:
```
9
Properties=species:S:1:pos:R:3
C 0.242 -0.489 -0.273
N 0.597 0.865 0.280
N -0.015 1.439 1.114
F -2.909 0.684 1.253
H 1.036 -1.141 -0.196
H -0.569 -0.896 0.387
H 0.074 -0.317 -1.369
H 1.496 1.156 -0.195
H -1.968 0.716 1.349
```

For the LUMO energy, the calculation gives 0.80 eV. The calculation puts the strongest force on any atom at 0.0536 hartree/bohr. The value obtained for the relative energy (zero: lowest compared OMol25 entry of this formula, charge and spin) is 196.4 kJ/mol. As for the total charge: 0.